No. 1
50
Properties=species:S:1:pos:R:3:mulliken_charge:R:1 method="wB97M-V/def2-TZVPD" e_homo_ev=-8.17 total_charge=0 orbital_gap_ha=0.3201 de_lowest_kj_mol=204.71 total_energy_ha=-1183.18462
H 3.20 3.04 4.62 0.247
N 3.67 3.85 4.27 -0.808
C 3.16 4.20 3.19 0.399
N 3.49 5.26 2.38 -0.067
C 2.67 5.28 1.28 -0.372
C 1.88 4.23 1.44 0.366
C 0.80 3.83 0.54 0.323
O 0.36 4.63 -0.29 -0.698
N 0.29 2.57 0.64 0.188
C 1.00 1.42 1.21 -0.669
C 0.44 0.23 0.42 0.457
C 1.32 -0.09 -0.82 -1.559
C -1.00 0.67 0.13 -0.175
N -1.60 -0.11 -0.96 0.092
C -2.92 -0.19 -1.18 0.679
O -3.74 0.44 -0.51 -0.669
C -3.40 -1.08 -2.32 -0.746
C -2.92 -2.57 -2.41 -1.151
C -1.97 -3.09 -1.33 0.391
C -2.44 -3.31 -0.03 -0.345
C -1.57 -3.76 0.96 -0.806
C -0.23 -3.99 0.66 -0.662
C 0.25 -3.78 -0.64 0.989
C 1.71 -4.01 -0.96 -1.706
C -0.63 -3.33 -1.63 -0.174
C -0.84 2.15 -0.20 -1.196
O 2.13 3.55 2.58 -0.335
H 4.18 5.96 2.55 0.171
H 2.74 6.05 0.52 0.473
H 2.09 1.44 1.12 0.400
H 0.68 1.27 2.25 0.234
H 0.41 -0.66 1.05 0.425
H 1.37 0.75 -1.51 0.305
H 2.34 -0.34 -0.53 0.400
H 0.94 -0.95 -1.38 0.321
H -1.56 0.58 1.07 0.276
H -1.02 -0.77 -1.43 0.036
H -3.16 -0.56 -3.25 0.351
H -4.49 -1.07 -2.30 0.263
H -2.48 -2.75 -3.39 0.327
H -3.80 -3.22 -2.39 0.462
H -3.48 -3.13 0.21 0.459
H -1.94 -3.92 1.97 0.410
H 0.44 -4.33 1.44 0.436
H 2.04 -3.38 -1.78 0.346
H 2.34 -3.77 -0.10 0.383
H 1.88 -5.06 -1.23 0.409
H -0.26 -3.16 -2.63 0.323
H -0.58 2.26 -1.25 0.371
H -1.76 2.72 -0.05 0.426

---

No. 2
62
Properties=species:S:1:pos:R:3:mulliken_spin:R:1 method="wB97M-V/def2-TZVPD" e_homo_ev="-18.84 / -18.84" total_charge=+3 multiplicity=4 orbital_gap_ha="0.2935 / 0.2749" de_lowest_kj_mol=316.10 total_energy_ha=-4611.05964
Co 0.00 0.05 -0.32 2.823
C -4.12 -0.36 -0.36 0.004
C -2.87 0.18 -0.95 0.004
O -1.85 0.42 -0.22 0.062
N -2.81 0.42 -2.25 0.014
C -1.64 0.98 -2.93 -0.019
C -0.57 -0.04 -3.25 0.003
C -0.37 -0.46 -4.55 0.009
C 0.59 -1.42 -4.83 0.001
C 1.31 -1.97 -3.78 -0.001
C 1.07 -1.51 -2.50 0.014
N 0.16 -0.55 -2.23 0.067
H -4.11 -0.22 0.72 -0.001
H -4.19 -1.43 -0.57 0.001
H -5.00 0.12 -0.78 0.000
H -3.64 0.24 -2.80 0.001
H -1.24 1.80 -2.33 0.008
H -2.00 1.42 -3.86 -0.001
H -0.96 -0.03 -5.35 0.001
H 0.76 -1.75 -5.84 0.000
H 2.05 -2.74 -3.94 0.000
H 1.60 -1.93 -1.66 0.000
C 0.16 7.23 0.19 0.000
C 0.03 5.72 0.00 0.000
C -0.11 4.99 1.33 0.002
C -0.39 3.46 1.18 0.013
Ge 1.35 2.98 0.55 -0.019
C 2.92 3.02 1.65 0.003
C 2.69 2.73 3.13 0.000
C 4.01 2.64 3.90 0.000
C 3.80 2.22 5.35 0.000
H 0.33 7.73 -0.76 0.000
H 0.99 7.47 0.85 0.000
H -0.75 7.64 0.63 0.000
H 0.91 5.36 -0.56 -0.001
H -0.84 5.49 -0.62 0.000
H -0.94 5.40 1.91 0.001
H 0.78 5.17 1.96 0.000
H -1.18 3.26 0.47 0.002
H -0.63 3.01 2.15 0.002
H 1.62 2.97 -0.97 0.002
H 3.31 4.04 1.49 0.000
H 3.67 2.37 1.19 0.000
H 2.14 1.79 3.25 0.000
H 2.06 3.51 3.58 0.000
H 4.51 3.61 3.86 0.000
H 4.67 1.93 3.39 0.000
H 3.19 2.94 5.89 0.000
H 4.75 2.14 5.87 0.000
H 3.31 1.24 5.41 0.000
N 4.99 -1.64 4.79 0.002
C 4.23 -1.41 3.97 -0.002
C 3.27 -1.10 2.95 -0.003
C 3.68 -0.79 1.65 -0.001
C 2.73 -0.46 0.71 0.006
N 1.41 -0.42 1.00 0.004
C 1.01 -0.73 2.26 0.005
C 1.90 -1.08 3.25 -0.014
H 4.73 -0.82 1.39 0.000
H 3.02 -0.22 -0.30 0.000
H -0.05 -0.70 2.46 0.007
H 1.55 -1.32 4.24 0.000

---

No. 3
14
Properties=species:S:1:pos:R:3:mulliken_charge:R:1 method="wB97M-V/def2-TZVPD" e_homo_ev=-9.98 total_charge=0 orbital_gap_ha=0.4053 de_lowest_kj_mol=210.79 total_energy_ha=-324.64418
N 2.59 0.27 0.21 -0.622
C 1.43 -0.15 0.01 0.229
O 0.84 -1.37 -0.26 -0.439
C -0.33 -0.68 -0.82 0.100
C -1.46 -0.52 0.20 -0.709
C -0.87 0.84 0.65 -0.570
C 0.28 0.69 -0.37 -0.082
H 3.35 -0.40 0.26 0.266
H -0.54 -1.04 -1.83 0.375
H -1.51 -1.32 0.95 0.280
H -2.45 -0.43 -0.26 0.274
H -0.54 0.91 1.69 0.298
H -1.54 1.67 0.43 0.261
H 0.76 1.53 -0.88 0.339

---

No. 4
67
Properties=species:S:1:pos:R:3:mulliken_spin:R:1 method="wB97M-V/def2-TZVPD" e_homo_ev="-12.14 / -12.14" total_charge=+1 multiplicity=2 orbital_gap_ha="0.2778 / 0.0951" total_energy_ha=-40619.75086
C 10.93 12.82 20.87 0.000
Br 12.85 12.74 20.25 0.001
Br 10.86 12.55 22.83 -0.001
Br 9.80 11.60 19.79 0.000
H 10.72 13.88 20.73 -0.001
C 13.55 17.19 20.12 -0.012
Br 11.91 16.32 20.69 0.213
Br 13.52 17.85 18.25 0.021
Br 15.13 15.97 20.03 0.007
H 13.76 17.97 20.85 0.003
C 13.60 16.68 14.64 0.000
Br 12.05 17.85 14.06 0.000
Br 15.17 16.99 13.52 0.000
Br 13.15 14.76 14.36 0.000
H 13.89 16.90 15.67 0.000
C 10.52 19.08 22.88 0.010
Br 8.62 18.94 22.24 0.000
Br 10.74 19.87 24.65 0.001
Br 11.61 20.11 21.53 0.001
H 11.01 18.11 22.85 -0.004
C 14.88 16.51 23.90 -0.042
Br 13.33 15.32 23.84 0.584
Br 16.25 15.87 25.29 0.176
Br 14.30 18.36 24.27 0.038
H 15.36 16.59 22.93 -0.001
C 14.91 20.43 16.07 0.002
C 15.63 20.55 14.76 0.000
O 16.55 21.69 14.81 0.000
C 16.13 22.89 14.62 0.000
O 14.93 23.16 14.33 0.000
C 17.19 24.02 14.91 0.000
F 18.37 23.42 15.28 0.000
F 17.36 24.69 13.77 0.000
F 16.72 24.85 15.83 0.000
H 15.53 20.21 16.95 0.000
H 14.12 19.68 16.12 0.001
H 14.31 21.34 16.18 0.000
H 14.93 20.47 13.92 0.000
H 16.28 19.67 14.68 0.000
C 16.52 23.06 23.95 0.000
C 15.96 22.01 23.04 0.000
O 16.91 21.08 22.51 0.000
C 16.57 19.97 21.90 -0.001
O 15.40 19.56 21.67 0.002
C 17.81 19.09 21.68 0.000
F 17.77 18.59 20.44 0.000
F 18.96 19.69 21.89 0.000
F 17.73 18.10 22.51 0.000
H 15.76 23.79 24.22 0.000
H 17.46 23.54 23.68 0.000
H 16.83 22.55 24.86 0.000
H 15.35 22.50 22.27 0.000
H 15.25 21.48 23.68 0.000
C 19.10 13.52 19.87 0.000
C 17.61 13.14 19.59 0.000
O 17.02 12.19 20.50 0.000
C 16.70 12.51 21.78 0.002
O 17.05 13.50 22.38 0.001
C 15.81 11.52 22.44 -0.001
F 15.14 10.83 21.58 0.000
F 16.52 10.73 23.25 0.000
F 14.77 11.96 23.23 -0.001
H 19.67 12.64 20.14 0.000
H 19.17 14.11 20.79 0.000
H 19.63 14.09 19.11 0.000
H 17.72 12.89 18.54 0.000
H 16.98 14.02 19.48 0.000

---

No. 5
7
Properties=species:S:1:pos:R:3:mulliken_charge:R:1 method="wB97M-V/def2-TZVPD" e_homo_ev="-9.95 / -8.93" total_charge=0 orbital_gap_ha="0.3405 / 0.2883" de_lowest_kj_mol=567.80 total_energy_ha=-414.22968
C 0.50 0.43 -0.30 -0.595
C -1.82 0.04 -1.64 0.139
C 0.75 -0.02 0.86 0.481
F -2.08 -1.13 -1.31 0.010
F -0.12 -0.66 1.66 -0.202
F 1.85 0.29 1.67 -0.224
H 0.91 1.05 -0.95 0.392

---

No. 6
9
Properties=species:S:1:pos:R:3:mulliken_charge:R:1 method="wB97M-V/def2-TZVPD" e_homo_ev=-16.20 total_charge=+1 orbital_gap_ha=0.3574 de_lowest_kj_mol=148.06 total_energy_ha=-685.08810
N 0.11 -1.17 0.04 -0.300
C -0.16 0.10 0.04 0.828
N 1.05 1.08 0.04 -0.425
O -1.25 0.77 -0.02 -0.241
Cl -2.72 -0.23 0.03 0.140
H 1.10 -1.35 -0.16 0.238
H -0.44 -1.79 0.51 0.243
H 1.77 0.69 -0.44 0.250
H 0.54 1.90 -0.04 0.267